Here is a 2-piece molecular cluster, C9H14O overall from the Open Molecules 2025 dataset. Energies are from ωB97M-V with the def2-TZVPD basis set.

CARTESIAN COORDINATES (ANGSTROEM)
C1 2.79630 0.30529 -0.87801
C2 2.94351 1.78054 -0.51539
H1 2.83262 -0.23599 0.06936
H2 1.80652 0.05873 -1.27464
H3 3.58200 -0.00794 -1.56210
H4 2.22103 2.06802 0.25246
H5 2.92614 2.56792 -1.26142
H6 3.87808 1.76720 0.04060
C3 -1.74056 -2.85453 -0.76662
C4 -0.04036 -0.19108 1.36872
C5 -0.53834 -1.43066 0.96320
C6 -0.41070 0.91949 0.64563
C7 -1.37400 -1.51496 -0.13637
C8 -1.30565 0.86834 -0.41238
C9 -1.82089 -0.36447 -0.79467
O1 0.07810 2.19182 0.91181
H7 0.61751 -0.14720 2.22886
H8 -0.21846 -2.31156 1.48389
H9 0.87543 2.02924 1.42487
H10 -1.61707 1.78109 -0.88776
H11 -1.27383 -3.66855 -0.22111
H12 -1.37622 -2.84164 -1.79583
H13 -2.46947 -0.44684 -1.64505
H14 -2.82558 -2.96406 -0.81232

Values from the calculation:
SMILES string: Cc1ccc(O)cc1.CC
Molar mass: 138.2 g/mol
ΔE to the lowest compared entry with this formula, charge and spin: 11.1 kcal/mol
HOMO level: -8.4 eV
Frontier orbital gap: 9.39 eV
E: -11607.153 eV